1.
87
Properties=species:S:1:pos:R:3 method="wB97M-V/def2-TZVPD" total_energy_ev=-88254.0934 e_above_lowest_kcal_mol=0.0 largest_force_ev_per_a=1.4 orbital_gap_ha="0.253 / 0.253" e_lumo_ev="0.1 / 0.1"
Zr -0.391 -0.164 0.311
N 4.359 -1.750 2.739
C 3.678 -1.204 1.692
N 2.426 -1.284 1.494
C 1.580 -1.959 2.488
N 0.583 -2.803 1.835
N 0.080 -2.376 0.705
C -0.696 -3.250 0.078
C -1.258 -3.001 -1.224
C -2.104 -3.938 -1.838
C -2.565 -3.690 -3.110
C -2.186 -2.513 -3.760
C -1.375 -1.636 -3.073
N -0.922 -1.862 -1.841
C 2.360 -2.882 3.410
C 1.743 -3.882 4.153
C 2.471 -4.658 5.041
C 3.837 -4.451 5.185
C 4.473 -3.478 4.435
C 3.730 -2.705 3.551
H 5.360 -1.665 2.771
H 4.297 -0.658 0.982
H -0.872 -4.204 0.562
H -2.384 -4.837 -1.303
H -3.215 -4.401 -3.603
H -2.525 -2.280 -4.759
H -1.081 -0.692 -3.525
H 0.683 -4.046 4.018
H 1.975 -5.431 5.614
H 4.412 -5.054 5.876
H 5.542 -3.321 4.525
N 1.428 -0.495 -1.260
C 1.608 0.847 -1.844
C 2.875 0.947 -2.696
C 3.204 2.307 -3.300
C 2.394 2.664 -4.541
N 0.946 2.679 -4.352
C 0.352 3.402 -3.327
N -0.589 2.848 -2.658
N 0.799 4.695 -3.180
C 1.575 1.815 -0.642
O 1.881 2.979 -0.742
O 1.146 1.228 0.455
H 2.164 -0.674 -0.575
H 1.444 -1.225 -1.962
H 0.719 1.083 -2.436
H 2.797 0.202 -3.499
H 3.715 0.634 -2.066
H 4.259 2.314 -3.588
H 3.073 3.073 -2.537
H 2.589 1.959 -5.352
H 2.732 3.638 -4.906
H 0.496 1.778 -4.420
H -1.576 1.195 -1.784
H -1.030 3.500 -2.016
H 1.660 4.955 -3.627
H 0.663 5.095 -2.267
Cl -2.844 -1.290 1.071
C -3.861 -0.370 -0.017
C -5.228 -0.500 0.114
C -6.062 0.152 -0.778
C -5.489 0.887 -1.805
C -4.116 0.995 -1.913
Cl -3.455 1.876 -3.258
C -3.221 0.410 -0.995
N -1.862 0.556 -1.038
H -5.626 -1.116 0.909
H -7.136 0.080 -0.684
H -6.105 1.385 -2.542
I -0.860 -1.262 4.272
C 1.005 -0.779 3.336
H 1.682 -0.506 4.141
H 0.874 0.086 2.681
C -2.693 2.154 2.995
C -1.405 2.194 2.181
C -0.250 2.730 3.017
C -1.617 3.093 0.965
O -1.105 0.858 1.768
H -3.027 3.167 3.227
H -2.541 1.610 3.929
H -3.476 1.647 2.428
H -0.455 3.759 3.319
H 0.675 2.710 2.441
H -0.124 2.124 3.918
H -1.825 4.109 1.308
H -2.463 2.749 0.368
H -0.724 3.125 0.336

2.
18
Properties=species:S:1:pos:R:3 method="wB97M-V/def2-TZVPD" charge=+2 total_energy_ev=-14705.2105 largest_force_ev_per_a=4.8 orbital_gap_ha=0.300 e_lumo_ev=-7.0
O -1.023 0.810 -0.531
C -2.007 0.203 -0.045
O -2.004 -1.040 0.188
Li -0.364 -2.047 -0.016
Li -3.739 -1.804 0.181
O 1.410 -1.601 0.132
Sr 1.003 1.327 -0.576
C 2.052 -0.542 0.064
O 3.343 -0.666 0.344
C 4.074 0.512 0.682
H 4.992 0.176 1.172
H 4.331 1.078 -0.223
H 3.498 1.138 1.376
C -3.278 0.959 0.132
C -4.044 0.806 1.216
H -3.489 1.722 -0.619
H -4.953 1.392 1.347
H -3.768 0.129 2.031

3.
35
Properties=species:S:1:pos:R:3 method="wB97M-V/def2-TZVPD" charge=+1 total_energy_ev=-20554.2653 e_above_lowest_kcal_mol=66.2 largest_force_ev_per_a=5.4 orbital_gap_ha=0.361 e_lumo_ev=-3.5
C 0.907 -3.568 -0.352
C 1.200 -2.943 1.079
C 1.443 -2.637 -1.393
C 0.478 -1.633 1.175
C 0.681 -1.258 -1.325
C 1.030 -0.698 0.060
C -1.837 0.189 0.465
C -2.420 3.966 -0.631
C 0.513 0.682 0.190
N -0.693 1.049 0.224
N -1.919 3.463 0.655
Si 1.887 1.970 0.149
H 1.445 -4.565 -0.342
H -0.274 -3.572 -0.552
H 0.942 -3.691 1.725
H 2.390 -2.920 1.216
H 2.468 -2.617 -1.310
H 1.388 -3.055 -2.477
H -0.590 -1.990 1.023
H 0.823 -1.248 2.161
H 1.020 -0.663 -2.044
H -0.332 -1.299 -1.364
H 2.047 -0.623 0.091
H -1.942 -0.648 -0.121
H -1.737 -0.362 1.493
H -2.682 0.708 0.192
H -3.085 3.379 -1.099
H -2.798 4.906 -0.456
H -1.530 4.243 -1.216
H -1.013 2.076 0.441
H -2.526 2.718 0.978
H -2.007 4.177 1.362
H 3.014 1.424 0.861
H 2.120 1.616 -1.337
H 1.589 3.425 0.479

4.
78
Properties=species:S:1:pos:R:3 method="wB97M-V/def2-TZVPD" charge=+3 total_energy_ev=-185591.2567 e_above_lowest_kcal_mol=54.5 largest_force_ev_per_a=1.2 orbital_gap_ha=0.261 e_lumo_ev=-8.5
Pt -0.205 -1.108 1.552
N 2.802 -2.431 -1.186
C 2.085 -1.664 -0.389
N 0.946 -2.032 0.151
C 0.492 -3.349 -0.054
N -0.574 -3.764 0.539
N -1.094 -2.814 1.372
C -2.097 -3.060 2.134
C -2.509 -1.962 2.985
C -3.616 -2.041 3.805
C -3.987 -0.925 4.550
C -3.232 0.225 4.435
C -2.124 0.230 3.600
N -1.751 -0.832 2.891
C 1.231 -4.212 -0.945
C 0.817 -5.519 -1.238
C 1.572 -6.302 -2.081
C 2.752 -5.802 -2.641
C 3.180 -4.519 -2.362
C 2.411 -3.734 -1.512
H 3.676 -2.079 -1.552
H 2.460 -0.675 -0.170
H -2.578 -4.030 2.120
H -4.183 -2.961 3.852
H -4.851 -0.960 5.200
H -3.479 1.117 4.993
H -1.493 1.109 3.517
H -0.094 -5.895 -0.793
H 1.255 -7.309 -2.309
H 3.340 -6.426 -3.299
H 4.096 -4.134 -2.792
Se -2.915 0.167 -1.046
C -4.048 1.610 -1.624
C -4.306 1.725 -2.983
C -5.185 2.702 -3.428
C -5.785 3.561 -2.518
C -5.525 3.438 -1.161
C -4.662 2.451 -0.705
H -3.850 1.042 -3.691
H -5.406 2.787 -4.483
H -6.470 4.322 -2.867
H -6.009 4.100 -0.456
H -4.479 2.331 0.354
C -0.644 0.935 -3.720
N 0.145 1.792 -2.838
C 0.064 1.945 -1.526
Se -1.082 1.246 -0.124
N 1.003 2.835 -1.137
C 1.706 3.295 -2.248
C 2.741 4.211 -2.389
C 3.186 4.428 -3.677
C 2.627 3.757 -4.779
C 1.602 2.846 -4.634
C 1.154 2.631 -3.334
H -1.147 0.168 -3.144
H 0.031 0.467 -4.433
H -1.375 1.540 -4.255
H 1.123 3.154 -0.186
H 3.167 4.736 -1.545
H 3.984 5.138 -3.848
H 3.008 3.969 -5.769
H 1.169 2.344 -5.488
C 4.196 -1.400 4.449
N 3.244 -0.382 3.979
C 3.256 0.872 4.458
C 2.373 1.802 4.019
C 1.419 1.390 3.063
N 1.367 0.142 2.579
C 2.317 -0.787 3.018
O 2.360 -1.921 2.590
N 0.545 2.321 2.596
H 4.841 -0.948 5.197
H 4.789 -1.759 3.613
H 3.652 -2.236 4.880
H 4.007 1.096 5.204
H 2.392 2.809 4.402
H 0.471 3.184 3.115
H -0.298 2.002 2.145

5.
87
Properties=species:S:1:pos:R:3 method="wB97M-V/def2-TZVPD" charge=+1 total_energy_ev=-56390.7716 e_above_lowest_kcal_mol=9.2 largest_force_ev_per_a=2.6 orbital_gap_ha="0.267 / 0.192" spin_multiplicity=3 e_lumo_ev="-4.2 / -6.3"
O -1.488 -1.955 -1.435
O 1.020 1.873 -5.399
C -0.378 -2.755 -1.891
C -0.738 -4.243 -1.778
H 0.504 -2.530 -1.254
H -0.091 -2.588 -2.951
H -0.835 -4.535 -0.737
H 0.068 -4.837 -2.237
H -1.711 -4.470 -2.249
C -1.933 -0.944 -2.367
C -1.572 -1.128 -3.842
H -1.537 0.028 -2.041
H -3.028 -0.933 -2.237
H -0.621 -0.659 -4.119
H -2.338 -0.597 -4.415
H -1.567 -2.181 -4.143
C 0.564 2.741 -4.374
C 2.342 1.458 -5.098
C -0.884 3.117 -4.578
H 1.139 3.688 -4.368
H 0.719 2.203 -3.417
H -1.098 3.383 -5.611
H -1.086 3.979 -3.941
H -1.513 2.285 -4.273
C 2.833 0.751 -6.340
H 2.282 0.807 -4.215
H 3.011 2.301 -4.869
H 2.165 -0.078 -6.563
H 3.848 0.376 -6.256
H 2.792 1.455 -7.169
H 1.546 0.533 -0.070
Au -1.099 -1.948 1.254
C 2.025 1.076 -0.892
Si 3.633 1.056 0.054
H 1.947 0.580 -1.857
H 1.521 2.036 -0.963
C 4.617 -0.487 -0.552
C 2.985 0.431 1.743
C 4.034 2.913 0.130
C -3.112 -1.825 1.264
Si -3.537 0.040 1.085
H -3.291 -2.194 2.297
H -3.482 -2.566 0.541
C -5.011 -0.308 -0.045
C -2.477 1.416 0.358
C -3.937 0.545 2.838
H 3.501 3.459 -0.674
H 5.089 3.218 0.073
H 3.646 3.287 1.089
H 4.158 -1.376 -0.072
H 5.683 -0.490 -0.271
H 4.593 -0.664 -1.644
H 2.395 -0.499 1.632
H 2.324 1.159 2.229
H 3.807 0.234 2.437
H -2.950 1.849 -0.537
H -1.460 1.116 0.077
H -2.385 2.242 1.081
H -4.891 1.079 2.912
H -3.163 1.179 3.289
H -4.016 -0.363 3.442
H -5.865 0.332 0.214
H -5.292 -1.360 0.116
H -4.764 -0.174 -1.109
C -1.197 3.551 4.971
C -0.835 3.474 3.610
C -0.359 2.277 3.100
C -0.337 1.143 3.943
C -0.693 1.224 5.294
C -1.141 2.425 5.816
N -0.021 -0.091 3.379
N 0.133 -0.992 4.300
C 0.500 -2.213 3.800
C 0.772 -3.192 4.789
C 1.291 -4.431 4.389
C 1.565 -4.659 3.024
C 1.227 -3.701 2.039
C 0.533 -2.547 2.419
H -1.523 4.505 5.383
H -0.930 4.349 2.955
H -0.007 2.133 2.071
H -0.614 0.304 5.882
H -1.440 2.478 6.860
H 0.542 -2.918 5.828
H 1.490 -5.172 5.146
H 2.011 -5.606 2.720
H 1.392 -3.879 0.981

6.
24
Properties=species:S:1:pos:R:3 method="wB97M-V/def2-TZVPD" total_energy_ev=-11607.3192 e_above_lowest_kcal_mol=7.3 largest_force_ev_per_a=0.8 orbital_gap_ha=0.390 e_lumo_ev=0.9 smiles=c1ccccc1.CCCO
C 1.642 0.989 1.059
C 0.733 0.667 2.067
C 0.559 -0.663 2.452
C 1.294 -1.671 1.827
C 2.203 -1.349 0.819
C 2.377 -0.019 0.434
H 1.779 2.036 0.756
H 0.154 1.461 2.558
H -0.156 -0.916 3.245
H 1.157 -2.718 2.130
H 2.782 -2.143 0.328
H 3.092 0.234 -0.359
C -0.686 0.389 -2.760
C -1.335 -0.211 -1.514
C -2.131 0.829 -0.742
O -2.800 0.294 0.400
H -1.460 0.793 -3.435
H -0.110 -0.378 -3.305
H -0.002 1.208 -2.479
H -2.016 -1.038 -1.794
H -0.554 -0.629 -0.851
H -1.470 1.668 -0.450
H -2.935 1.241 -1.382
H -2.116 -0.074 0.997